# 1
15
Properties=species:S:1:pos:R:3:lowdin_charge:R:1 method="wB97M-V/def2-TZVPD" smiles="C#[N+][O-].CN(N)C=O" spin_multiplicity=1 e_homo_ev=-9.403 total_energy_ha=-433.083345
C -1.8716 -0.3286 -0.0066 0.1008
N -2.3316 -0.8981 0.8975 -0.2007
O -2.6729 -1.3468 1.9278 0.0410
H -1.6214 -0.1067 -1.0219 0.1000
C 1.1173 0.6038 -1.2691 -0.0440
N 0.7602 0.1198 0.0808 -0.2562
N 1.0648 -1.1856 0.4522 0.0789
C -0.0663 0.9170 0.8665 -0.3898
O -0.5760 1.9906 0.5792 -0.0118
H 2.1296 0.7934 -1.4748 0.0624
H 0.5173 0.0756 -2.1049 0.1117
H 0.7627 1.6407 -1.3187 0.0809
H 1.0691 -1.6717 -0.4281 0.0812
H 1.9817 -1.2224 0.8387 0.0792
H -0.2631 0.6190 1.9813 0.1666

---

# 2
15
Properties=species:S:1:pos:R:3:lowdin_charge:R:1 method="wB97M-V/def2-TZVPD" spin_multiplicity=1 e_homo_ev=-8.602 total_energy_ha=-432.896187
C 1.5942 -0.6259 1.9665 -0.1217
C -1.4201 -0.9286 0.0711 -0.2509
C -1.3143 1.2496 -1.1086 -0.1623
H 2.6600 -1.1578 1.3682 0.1388
H 0.6786 -1.4385 2.6092 0.1640
H 1.7995 0.6144 2.4427 0.1520
H -2.0119 -1.7011 -0.3726 0.1217
H -1.9229 2.1891 -1.3539 0.1335
H -0.0264 1.5766 -3.2116 0.2567
H 0.8791 0.2230 -0.4052 0.0446
N -0.4341 -1.3525 0.8010 0.0546
N -1.7052 0.1967 -0.5476 0.0847
N -0.0702 1.2792 -1.9505 -0.0565
O 0.4561 -0.2175 1.1146 -0.4076
O 0.8375 0.0930 -1.4234 -0.1515

---

# 3
15
Properties=species:S:1:pos:R:3:lowdin_charge:R:1 method="wB97M-V/def2-TZVPD" spin_multiplicity=1 e_homo_ev=-8.796 total_energy_ha=-433.009610
C 0.4155 0.3216 1.4969 -0.0390
C 0.0254 0.9022 -1.0576 -0.2218
C 0.7673 -1.3457 -1.2113 -0.2490
H -0.4789 0.2653 2.1699 0.1050
H 0.7507 -0.6811 1.1416 0.0694
H 1.3639 0.5957 2.0067 0.0950
H -1.4217 2.1786 0.3148 0.1996
H -0.1225 2.0104 -1.4267 0.1764
H 1.8820 -1.8208 -1.3748 0.1648
H -1.6702 -2.1410 0.1835 0.2646
N 0.0507 1.0603 0.2981 -0.2582
N 0.3558 -0.0907 -1.7328 0.0582
N -0.1577 -2.1197 -0.7616 -0.1099
O -0.4099 2.2652 0.7235 -0.0711
O -1.3503 -1.4003 -0.7701 -0.1840

---

# 4
15
Properties=species:S:1:pos:R:3:lowdin_charge:R:1 method="wB97M-V/def2-TZVPD" smiles="C=CN/C(=N/O)NO" spin_multiplicity=1 e_homo_ev=-8.517 total_energy_ha=-433.095881
C -1.3683 -0.7048 2.0169 0.0242
C -0.8770 0.4839 1.6251 -0.2141
N 0.3130 0.5957 0.8604 0.0247
C 0.2690 0.1954 -0.4628 -0.4372
N -0.6111 -0.6351 -0.7561 0.0516
O -0.5667 -0.9523 -2.1292 -0.0843
N 1.2978 0.7689 -1.2594 -0.0166
O 2.4798 -0.0259 -1.3931 -0.0691
H -0.8822 -1.5925 1.5891 0.0692
H -2.2881 -0.7268 2.5433 0.0381
H -1.2986 1.4802 1.7632 0.1067
H 0.8446 1.4580 1.0285 0.1379
H -1.3654 -1.5663 -2.1811 0.1284
H 0.8883 0.5746 -2.1851 0.1114
H 3.1648 0.6472 -1.0596 0.1292

---

# 5
16
Properties=species:S:1:pos:R:3:lowdin_charge:R:1 method="wB97M-V/def2-TZVPD" spin_multiplicity=1 e_homo_ev=-8.601 total_energy_ha=-831.306702
C 2.1635 0.2136 0.0660 -0.4553
C 0.7613 0.7294 0.2487 -0.1780
C -2.3789 1.0593 0.2139 -0.1726
N 2.0557 -1.1835 -0.1309 0.0533
N 0.7054 -1.6339 -0.1866 -0.0264
N -0.0926 -0.2556 -0.2884 -0.2982
O 3.2311 0.7397 0.1857 0.0831
O -2.1707 -1.5234 -0.5128 -0.4987
S -1.6058 -0.6706 0.4814 0.8671
H 0.5219 0.9906 1.1985 0.0903
H 0.7748 1.6225 -0.4773 0.1587
H -2.7015 1.3169 1.1640 -0.0010
H -3.0407 0.8844 -0.6533 0.0593
H -1.4561 1.6689 -0.1532 0.0610
H 2.8690 -1.7910 -0.1713 0.1554
H 0.3636 -2.1672 -0.9843 0.1021

---

# 6
18
Properties=species:S:1:pos:R:3:lowdin_charge:R:1 method="wB97M-V/def2-TZVPD" spin_multiplicity=1 e_homo_ev=-8.923 total_energy_ha=-658.719768
C -0.3278 -1.0708 -0.2931 -0.0060
C 1.0902 -1.4130 0.3559 -0.0612
C -0.6718 0.4762 -0.2134 -0.6345
N 0.4440 1.0600 0.5914 0.0201
N 2.0766 -0.4768 0.0023 -0.2659
N 1.7834 0.7256 0.0771 -0.1388
O 3.2492 -0.8254 -0.1647 0.0344
O 2.5673 1.7416 -0.1890 -0.0208
O -0.6067 0.8776 -1.5141 0.0330
O -1.8169 0.6940 0.5349 0.0570
O 0.3252 2.4773 0.4616 -0.0116
H -0.2694 -1.2535 -1.4419 0.1482
H -1.1344 -1.8260 0.0859 0.1537
H 1.1191 -1.3413 1.5192 0.1846
H 1.3870 -2.3259 0.0138 0.0966
H -0.5813 1.9167 -1.5899 0.1788
H -1.9911 1.6951 0.4769 0.1533
H 1.2750 2.7030 0.3077 0.0791

---

# 7
15
Properties=species:S:1:pos:R:3:lowdin_charge:R:1 method="wB97M-V/def2-TZVPD" spin_multiplicity=1 e_homo_ev=-8.334 total_energy_ha=-756.112970
N -1.7954 0.3597 1.8234 -0.0274
N -1.4369 -0.1651 0.6161 -0.0110
C -0.2221 -0.1384 0.3158 -0.4666
N 0.8483 0.1577 1.2403 -0.2289
S 2.2186 0.4866 0.1034 0.8817
C 1.5742 -0.4136 -1.2351 -0.4825
C 0.1444 -0.3063 -1.0764 -0.5117
O -0.2695 0.7760 -1.8483 0.0127
H -1.1668 0.1470 2.6791 0.1103
H -2.7361 -0.0720 2.0459 0.1009
H 0.5843 1.1845 1.6563 0.1372
H 1.7543 -1.5536 -1.1166 0.1251
H 1.9562 0.0547 -2.1208 0.0889
H -0.2353 -1.3624 -1.3623 0.1736
H -1.2182 0.8451 -1.7206 0.0978

---

# 8
15
Properties=species:S:1:pos:R:3:lowdin_charge:R:1 method="wB97M-V/def2-TZVPD" smiles="CNC(=O)n1sn1C" spin_multiplicity=1 e_homo_ev=-8.998 total_energy_ha=-756.093421
C 2.1238 1.2800 0.4500 -0.0699
N 0.9698 0.6892 -0.1939 0.0037
C -0.1913 1.3074 -0.3768 -0.6968
O -0.4056 2.4773 -0.4429 0.0915
N -1.2320 0.4247 -0.5307 -0.3204
S -2.5647 0.2706 0.5123 0.9122
N -1.2223 -0.8135 0.2662 -0.4705
C -1.2926 -2.1308 -0.3499 -0.1469
H 2.7643 0.4355 0.9074 0.1150
H 2.6510 1.9444 -0.2670 0.0936
H 1.7419 1.8697 1.2589 0.0708
H 0.7719 -0.2902 0.1546 0.1347
H -0.3646 -2.4367 -0.8048 0.0593
H -1.6127 -2.8255 0.5746 0.1242
H -2.1369 -2.2021 -1.1579 0.0994

---

# 9
15
Properties=species:S:1:pos:R:3:lowdin_charge:R:1 method="wB97M-V/def2-TZVPD" smiles="COC(=S)N/C=N/N" spin_multiplicity=1 e_homo_ev=-8.416 total_energy_ha=-756.137260
C 0.2454 0.0343 2.0377 -0.0713
O 0.9168 -0.6362 0.9527 -0.1461
C 1.0338 -0.0090 -0.2110 -0.9688
S 2.3552 -0.2541 -1.1292 0.6918
N 0.0702 0.8909 -0.5486 0.0216
C -1.3401 0.7149 -0.4196 -0.1848
N -1.9152 -0.3537 0.0257 -0.0522
N -3.2999 -0.2294 0.1967 -0.0251
H 0.6021 -0.5315 2.9912 0.1202
H 0.5903 1.1281 2.1583 0.1194
H -0.8550 -0.0852 1.9113 0.0655
H 0.2832 1.3933 -1.4205 0.1264
H -1.8718 1.5764 -0.8170 0.1278
H -3.6756 -1.1998 0.0789 0.0937
H -3.7109 0.2785 -0.6161 0.0819

---

# 10
15
Properties=species:S:1:pos:R:3:lowdin_charge:R:1 method="wB97M-V/def2-TZVPD" spin_multiplicity=1 e_homo_ev=-8.543 total_energy_ha=-756.056216
C -0.2457 -0.2771 0.7797 -0.2436
C -0.9898 0.7507 1.5434 -0.0323
C -0.1531 1.1146 -1.2969 0.0297
N 0.4160 -1.7050 1.3724 -0.2300
N 0.6520 -1.1266 -1.0571 -0.1868
N -0.0399 -0.1210 -0.5171 -0.2347
O 2.7731 -1.8694 0.1580 -0.5392
S 1.3222 -2.2632 0.0786 0.7703
H -2.0252 0.3071 1.6821 0.1167
H -0.9278 1.7680 0.9947 0.0941
H -0.5534 0.8331 2.5402 0.0843
H 0.8432 1.4573 -1.4130 0.0950
H -0.6320 0.7924 -2.2509 0.1143
H -0.7804 1.7211 -0.6447 0.0640
H 0.3409 -1.3819 -1.9695 0.0983

---

# 11
14
Properties=species:S:1:pos:R:3:lowdin_charge:R:1 method="wB97M-V/def2-TZVPD" smiles="C=NN/C=N/SC" spin_multiplicity=1 e_homo_ev=-7.834 total_energy_ha=-680.881055
C -3.1565 -0.8670 0.1551 -0.0440
N -2.8174 0.2439 -0.3527 -0.0600
N -1.6148 0.8283 -0.0550 -0.0310
C -0.4612 0.1061 -0.2806 -0.3730
N 0.7187 0.5628 -0.1955 -0.2840
S 1.9398 -0.6562 -0.3496 0.7822
C 3.3499 0.2603 0.2043 -0.4436
H -4.1278 -1.2309 -0.0603 0.0526
H -2.5300 -1.3670 0.9173 0.0860
H -1.5850 1.8126 -0.2941 0.1377
H -0.6685 -0.8945 -0.5957 0.0908
H 3.2153 0.4693 1.2848 0.0432
H 3.5569 1.1381 -0.3518 0.0167
H 4.1806 -0.4058 -0.0261 0.0264

---

# 12
14
Properties=species:S:1:pos:R:3:lowdin_charge:R:1 method="wB97M-V/def2-TZVPD" spin_multiplicity=1 e_homo_ev=-8.775 total_energy_ha=-680.894460
C 1.2599 -1.4330 -1.3698 -0.0932
C 1.7380 -0.1172 -0.9269 -0.2224
N 1.2276 0.6473 -0.0252 -0.0306
N -0.0321 0.2365 0.3661 -0.0252
C -0.6456 1.2659 0.8209 -0.3205
N -1.9771 1.3106 1.1516 -0.3862
S -2.8820 -0.1600 0.9606 0.7423
H 2.0216 -1.9245 -1.9576 0.0672
H 0.3243 -1.3673 -1.8944 0.0680
H 0.9777 -1.9876 -0.4613 0.0819
H 2.6911 0.2272 -1.2714 0.0887
H -0.1615 2.2362 0.9535 0.1230
H -2.2885 1.9857 1.8507 0.0855
H -2.2533 -0.9199 1.8031 -0.1786